A molecular structure, C26H44AsF3GaN7Si3. Source: the OMol25 dataset; level of theory: ωB97M-V with the def2-TZVPD basis set.

Structure (XYZ):
```
85
Properties=species:S:1:pos:R:3:mulliken_charge:R:1
Ga -0.319 -0.031 -0.730 -2.852
F 1.670 -1.561 -2.036 -0.182
C 1.264 -0.278 -1.955 1.028
F 1.124 0.169 -3.218 -0.261
F 2.300 0.392 -1.391 -0.228
N -3.166 -0.069 0.650 0.003
C -3.255 -0.357 -0.670 0.803
C -4.505 -0.656 -1.247 -0.981
C -4.587 -0.945 -2.580 -0.603
C -3.421 -0.945 -3.368 -1.068
C -2.246 -0.636 -2.761 -0.347
N -2.146 -0.332 -1.431 1.158
H -3.979 -0.213 1.224 0.312
H -2.287 -0.083 1.137 -0.158
H -5.383 -0.660 -0.614 0.513
H -5.547 -1.177 -3.022 0.465
H -3.441 -1.169 -4.424 0.548
H -1.324 -0.586 -3.330 0.578
C 3.059 2.624 0.992 -1.031
Si 1.829 3.436 -0.146 0.378
C 1.579 5.227 0.324 -1.041
C 2.278 3.396 -1.957 -0.958
As -0.328 2.308 0.211 0.354
Si -1.789 3.390 -1.431 0.187
C -3.576 3.254 -0.916 -1.096
C -1.332 5.184 -1.595 -1.154
C -1.407 2.522 -3.043 -0.853
Si -0.904 2.726 2.558 0.615
C -0.280 1.285 3.547 -1.177
C -0.074 4.265 3.189 -1.271
C -2.762 2.905 2.699 -0.679
H 3.957 3.250 0.984 0.419
H 3.354 1.623 0.672 0.299
H 2.720 2.574 2.029 0.276
H 2.579 5.670 0.377 0.411
H 1.111 5.392 1.287 0.216
H 1.027 5.785 -0.429 0.312
H 3.199 3.978 -2.067 0.476
H 1.522 3.892 -2.570 0.236
H 2.468 2.412 -2.365 0.245
H -3.743 3.602 0.100 0.277
H -3.997 2.253 -1.018 0.237
H -4.145 3.918 -1.574 0.462
H -1.434 5.748 -0.667 0.354
H -2.035 5.611 -2.318 0.441
H -0.330 5.336 -1.993 0.297
H -2.138 1.754 -3.291 0.290
H -0.404 2.096 -3.103 0.173
H -1.460 3.269 -3.841 0.612
H 0.769 1.055 3.353 0.329
H -0.883 0.402 3.358 0.388
H -0.387 1.511 4.611 0.493
H 1.011 4.291 3.099 0.352
H -0.318 4.301 4.256 0.403
H -0.491 5.167 2.739 0.365
H -3.232 2.021 3.134 0.347
H -3.255 3.119 1.757 -0.053
H -2.967 3.738 3.376 0.440
C -0.563 -3.421 -1.431 -1.033
C -0.164 -2.955 -0.081 1.210
N -0.180 -1.705 0.397 1.074
C 0.181 -1.795 1.735 -0.428
C 0.402 -3.086 2.053 -0.572
N 0.187 -3.804 0.898 0.296
C 0.380 -5.259 0.750 -1.508
N 1.629 -5.579 0.158 0.777
N 1.719 -5.714 -1.201 -0.341
N 2.914 -5.992 -1.516 -0.701
C 3.677 -6.063 -0.366 0.194
C 5.035 -6.353 -0.201 -0.672
C 5.514 -6.362 1.087 -0.535
C 4.675 -6.091 2.187 -0.589
C 3.337 -5.800 2.038 -0.748
C 2.857 -5.797 0.727 1.482
H -0.704 -2.589 -2.111 -0.033
H -1.506 -3.969 -1.365 0.514
H 0.194 -4.081 -1.855 0.379
H 0.255 -0.948 2.380 0.270
H 0.694 -3.557 2.975 0.489
H -0.423 -5.662 0.139 0.297
H 0.320 -5.688 1.747 0.506
H 5.665 -6.566 -1.053 0.444
H 6.555 -6.588 1.271 0.392
H 5.100 -6.119 3.181 0.393
H 2.710 -5.608 2.900 0.346
```

As for the net charge: +2. For the orbital gap, the calculation gives 7.7 eV. Its spin multiplicity is 1. As for the HOMO energy: -13.1 eV. Its energy above the lowest of the compared OMol25 structures with the same formula, charge and spin is 75.0 kJ/mol.